C50H128N12O18 | wB97M-V/def2-TZVPD

Geometry as XYZ:
```
208
Properties=species:S:1:pos:R:3:forces:R:3:lowdin_charge:R:1
C 26.17179 15.13649 19.65781 1.0 1.4 1.0 -0.64
O 26.63404 15.82554 18.75930 0.0 -0.6 -0.7 0.00
N 26.93851 14.29133 20.43081 -1.4 -0.5 0.9 0.17
N 24.95931 15.40486 20.20198 -0.7 -1.7 1.2 0.17
H 26.39848 13.91302 21.21398 0.8 -0.1 -0.5 0.10
H 27.61132 13.66810 20.05000 0.4 -0.1 -0.6 0.09
H 24.60290 14.78271 20.97116 0.3 1.5 -1.4 0.13
H 24.56114 16.29887 19.98513 -0.5 0.3 -0.1 0.07
C 24.77516 18.82590 17.95079 1.2 0.7 -4.2 -0.69
O 24.01750 18.32755 18.70537 -2.3 -1.3 3.6 0.05
N 25.62781 18.06681 17.19560 0.7 -0.2 0.3 0.19
N 24.62836 20.11946 17.47098 -0.1 -0.2 1.0 0.19
H 26.45280 18.55147 16.85260 -0.1 -0.4 0.1 0.05
H 25.75812 17.11786 17.57228 0.2 0.7 -0.2 0.06
H 25.35673 20.47405 16.88556 0.7 0.2 -0.2 0.04
H 24.32032 20.74041 18.19523 -0.3 0.5 0.0 0.07
C 27.07111 16.53524 23.03454 0.6 0.2 0.3 -0.10
O 27.20950 17.79192 23.66610 0.0 0.2 -0.8 -0.23
C 26.82931 17.84481 25.01378 0.4 1.4 0.4 -0.20
C 27.07291 19.38017 25.36253 -0.3 -1.1 -0.6 -0.20
N 26.35808 20.23280 24.46996 -1.1 1.8 0.5 -0.08
C 24.97656 20.58267 24.88719 1.0 0.3 0.1 -0.18
C 24.31261 21.60287 23.91628 0.9 -2.3 0.0 -0.17
O 24.26327 20.82452 22.68766 0.5 1.3 0.7 -0.23
C 23.27154 21.29533 21.82429 -0.1 0.5 -1.1 -0.12
H 27.58438 16.54976 22.04997 -0.5 0.2 0.7 0.08
H 26.01259 16.24986 22.95436 0.1 -0.1 -0.1 0.08
H 27.61568 15.85362 23.68300 -0.1 -0.8 -0.1 0.08
H 27.46630 17.18328 25.63380 -0.3 0.1 -0.1 0.12
H 25.75989 17.57051 25.13794 0.4 0.1 0.0 0.12
H 28.11256 19.64938 25.24581 0.6 -0.6 0.0 0.10
H 26.83182 19.64660 26.38969 -0.3 -0.3 0.1 0.11
H 26.53923 20.10164 23.47982 -0.4 -0.3 0.4 0.10
H 25.02418 20.95584 25.95567 -0.1 -0.2 -1.2 0.13
H 24.36991 19.66466 24.89670 -0.3 0.3 0.0 0.11
H 24.82422 22.59064 23.84392 -0.2 -0.7 -0.1 0.13
H 23.27220 21.67105 24.16488 -0.5 0.7 0.7 0.10
H 23.61898 22.17494 21.19608 -0.2 -1.1 0.3 0.08
H 22.39120 21.70896 22.35875 0.2 -0.6 -0.1 0.09
H 23.01574 20.39954 21.22595 -0.2 0.9 -0.1 0.09
C 22.05402 17.41079 21.79446 1.1 -0.1 0.2 -0.13
O 21.03765 18.34947 21.98561 -0.6 -0.2 0.2 -0.16
C 19.77264 17.74813 21.84428 -0.6 -0.4 -0.2 -0.25
C 18.61559 18.64442 22.21845 -0.9 0.7 -0.4 -0.19
N 17.36316 18.03859 21.70781 1.1 -0.2 0.5 -0.08
C 16.14851 18.46764 22.35078 1.0 -0.3 1.0 -0.23
C 14.95131 17.71577 21.86984 0.5 -0.1 0.4 -0.27
O 13.88661 18.58317 22.03286 -1.2 -0.2 0.3 -0.19
C 12.71005 18.11241 21.38570 0.3 1.3 0.1 -0.09
H 22.25863 17.11936 20.75468 -0.6 0.1 -0.1 0.08
H 21.90287 16.52772 22.41236 -0.3 -0.3 0.0 0.09
H 22.98654 17.83359 22.14954 0.2 0.4 0.1 0.08
H 19.62946 16.77541 22.31464 0.5 0.0 1.1 0.12
H 19.62244 17.38607 20.84216 0.0 0.4 -1.3 0.11
H 18.77630 19.66667 21.80043 0.0 -0.5 0.2 0.13
H 18.47628 18.77082 23.30462 0.3 -0.2 -0.3 0.12
H 17.33726 17.98782 20.70109 -0.1 0.3 -0.1 0.11
H 15.89693 19.51726 22.29447 0.2 0.7 -0.4 0.12
H 16.29882 18.27106 23.42994 -0.2 0.1 -0.3 0.13
H 14.86962 16.77867 22.42291 -0.4 -0.2 0.2 0.13
H 15.04956 17.43714 20.84452 0.2 -0.2 -1.2 0.11
H 12.55188 17.04484 21.58814 -0.1 0.2 -0.5 0.09
H 12.77090 18.45106 20.32818 -0.1 -1.0 0.2 0.10
H 11.91165 18.71657 21.80696 -0.3 -0.3 0.2 0.08
C 32.24728 15.88186 16.10324 -0.2 0.2 1.2 -0.10
O 31.84587 17.00867 16.90644 0.4 -0.9 0.0 -0.20
C 30.45742 17.09884 17.10373 0.1 1.3 0.2 -0.22
C 30.11220 18.39465 17.90386 1.8 -1.9 -0.6 -0.21
N 28.71134 18.52769 17.83485 -2.4 -0.7 0.7 -0.06
C 28.14324 19.40408 18.88379 1.2 0.5 0.6 -0.16
C 27.74901 18.63741 20.19836 1.2 2.9 0.5 -0.16
O 28.85937 18.02569 20.85632 0.1 -0.3 -0.3 -0.22
C 29.72522 18.83960 21.62908 -0.5 -0.9 1.2 -0.10
H 31.95939 14.90854 16.57920 0.1 0.7 -0.1 0.08
H 33.36056 15.93870 16.10938 -0.9 -0.1 -0.6 0.10
H 31.72379 15.91796 15.13053 0.7 0.1 0.1 0.09
H 30.03394 16.30418 17.72161 0.1 -0.7 -0.3 0.12
H 30.00309 17.13726 16.10445 -0.5 -0.1 0.2 0.13
H 30.64887 19.19551 17.45690 0.2 0.9 -0.6 0.09
H 30.51664 18.27924 18.91101 -0.1 -0.1 0.3 0.12
H 28.30478 17.56262 17.96490 0.3 1.3 -0.1 0.11
H 27.30685 19.97422 18.50850 -0.8 -0.2 -0.2 0.07
H 28.86798 20.26837 19.01145 -0.5 -1.2 0.4 0.11
H 27.08541 17.86376 19.90197 -0.6 -0.8 0.0 0.08
H 27.23415 19.37828 20.91367 0.5 -1.0 -0.9 0.14
H 29.12862 19.49425 22.27753 0.1 -0.2 0.2 0.08
H 30.38010 19.46562 21.08393 0.6 0.8 -1.3 0.05
H 30.42580 18.18330 22.22843 -1.2 0.5 -0.5 0.11
C 29.53059 10.20984 18.44956 -0.3 0.7 0.9 -0.14
O 29.14885 10.79241 17.24228 1.1 0.2 -1.5 -0.21
C 30.24753 11.48626 16.62074 -0.1 -0.7 -0.9 -0.21
C 29.86231 11.95611 15.18031 -0.5 1.3 0.7 -0.17
N 28.59008 12.73491 15.13222 1.7 -1.2 0.0 -0.04
C 28.65411 13.86590 15.99238 -0.7 0.4 1.2 -0.26
C 27.40182 14.65701 15.81142 -1.9 0.3 -1.6 -0.21
O 26.23994 13.82722 16.03194 0.0 0.0 -0.2 -0.20
C 25.04044 14.42272 15.52801 -0.2 1.0 2.0 -0.10
H 29.45854 10.98868 19.26840 0.4 -0.8 -0.5 0.10
H 30.52940 9.74011 18.41081 -0.3 0.3 0.1 0.09
H 28.78482 9.45557 18.63826 -0.2 -0.4 0.4 0.08
H 31.17535 10.83847 16.50533 -1.0 0.5 0.5 0.13
H 30.45864 12.34339 17.28057 0.4 -0.1 -0.4 0.10
H 29.68126 11.25162 14.39536 0.4 -1.4 0.2 0.10
H 30.73599 12.53622 14.81204 -0.6 0.1 0.2 0.12
H 27.88114 12.06807 15.42924 -0.2 0.5 0.0 0.11
H 29.49055 14.47647 15.71330 0.5 0.5 -0.5 0.10
H 28.84830 13.68248 17.07708 -0.4 -0.3 -0.4 0.12
H 27.27776 14.91706 14.72504 0.7 0.2 0.7 0.13
H 27.31231 15.56383 16.40963 0.3 0.0 0.2 0.09
H 24.26236 13.67734 15.39598 0.2 -0.4 -0.2 0.09
H 25.16611 15.00892 14.60636 0.2 -0.2 0.1 0.08
H 24.62262 15.11598 16.33894 0.6 -0.5 -1.2 0.08
C 23.71591 15.04251 11.23279 -0.2 -0.4 -1.2 -0.14
O 22.83958 15.28315 12.29157 -0.4 0.8 1.1 -0.18
C 22.79100 16.67858 12.59417 -0.4 1.0 0.2 -0.21
C 21.92000 17.11110 13.80432 0.7 -1.4 -2.3 -0.24
N 22.41789 16.54956 14.96698 1.5 -0.5 0.4 -0.07
C 21.60249 16.85736 16.06975 1.7 1.7 1.6 -0.21
C 22.09579 16.08935 17.28038 0.3 1.2 0.0 -0.25
O 21.79293 14.74048 17.02734 0.3 -0.5 0.8 -0.19
C 22.27056 13.96932 18.12736 0.6 -0.7 -1.0 -0.11
H 24.77422 14.96812 11.48616 0.1 0.3 0.5 0.08
H 23.59125 15.83992 10.46692 0.1 -0.6 0.1 0.09
H 23.45886 14.05465 10.81373 -0.1 0.5 0.0 0.09
H 22.28921 17.25141 11.80590 0.4 -0.3 -0.7 0.11
H 23.82800 17.06327 12.71530 -0.5 -0.1 0.1 0.13
H 20.87137 16.83901 13.62298 -0.2 0.0 -0.2 0.12
H 21.96556 18.18643 13.83537 0.1 0.7 0.0 0.11
H 22.71612 15.58662 14.85131 -0.5 0.1 0.2 0.11
H 20.60160 16.57015 15.92972 -1.9 -0.2 -0.3 0.10
H 21.67244 18.01664 16.17492 -0.3 -1.8 0.4 0.15
H 21.56114 16.40431 18.17846 0.0 0.2 0.2 0.11
H 23.18938 16.28839 17.45357 -0.8 -0.4 -0.2 0.10
H 21.84263 14.30807 19.09093 0.2 -0.2 -0.4 0.09
H 23.38327 14.05946 18.11954 -0.6 -0.1 0.5 0.07
H 22.03481 12.90172 17.90922 0.0 0.8 0.4 0.10
C 26.23838 23.81191 17.69284 0.6 -2.4 1.1 -0.08
O 26.84435 23.74546 18.99641 -0.5 0.5 -0.2 -0.20
C 26.08081 22.97488 19.90830 -0.3 0.0 0.5 -0.22
C 26.74510 23.05927 21.28171 0.1 1.0 -0.8 -0.19
N 28.12282 22.61698 21.35382 -0.9 -0.2 -1.9 -0.04
C 28.71506 22.90199 22.60170 2.3 -0.3 0.0 -0.23
C 30.24017 23.02055 22.33997 -0.8 -0.2 1.8 -0.21
O 30.44826 24.04454 21.40792 -0.6 0.4 0.4 -0.17
C 31.64669 23.95798 20.73017 0.7 0.4 0.3 -0.12
H 25.33824 24.40759 17.68497 -0.1 0.5 -0.1 0.08
H 25.95843 22.73480 17.51727 0.0 0.9 -0.6 0.09
H 27.02802 24.08417 16.98876 -0.5 0.4 0.1 0.08
H 26.01003 21.93089 19.59588 0.4 -0.3 -0.3 0.10
H 24.99070 23.26194 19.96527 1.0 0.4 0.0 0.12
H 26.22740 22.46090 21.95334 -1.4 -1.3 1.2 0.07
H 26.63545 24.08522 21.66682 0.1 0.2 -0.2 0.13
H 28.62522 23.11536 20.61987 0.1 -0.1 0.3 0.10
H 28.58488 22.14889 23.36713 -0.2 -0.7 0.0 0.10
H 28.35608 23.78779 23.07201 -0.3 1.3 0.2 0.11
H 30.60002 22.06148 21.93282 0.0 0.1 0.2 0.11
H 30.69520 23.21593 23.36134 0.1 -0.1 -1.2 0.14
H 32.52083 24.23812 21.29763 0.3 0.0 0.9 0.09
H 31.66181 24.65150 19.92797 -0.4 0.6 -1.0 0.08
H 31.81724 22.97139 20.37696 0.2 -1.1 -0.6 0.06
C 30.79696 21.86288 17.94908 -1.9 0.5 -0.5 -0.09
O 30.00861 21.42253 16.80819 0.8 1.2 1.2 -0.19
C 28.93564 22.37090 16.60508 0.5 -1.4 -0.4 -0.21
C 28.10055 21.84306 15.45565 0.3 0.8 -1.6 -0.22
N 27.52963 20.55727 15.74992 -1.2 -0.4 -1.4 -0.05
C 27.02476 19.82914 14.51945 -1.0 1.3 0.6 -0.13
C 25.70265 20.48869 13.96814 0.1 0.2 1.5 -0.23
O 25.91224 21.42267 12.96430 0.5 0.9 -1.3 -0.20
C 24.72459 22.14780 12.60446 1.4 0.2 0.2 -0.08
H 31.02776 22.92204 17.89950 0.6 0.1 -0.5 0.08
H 31.60184 21.23225 18.17640 1.6 -0.8 -0.7 0.07
H 30.27318 21.80936 18.88976 -1.2 -0.1 0.4 0.05
H 29.31761 23.36774 16.36573 0.1 0.0 0.1 0.13
H 28.37256 22.37836 17.53262 -0.3 0.3 0.2 0.10
H 28.72375 21.74847 14.49454 -0.5 0.5 1.2 0.15
H 27.30896 22.60022 15.23016 0.4 -0.6 0.1 0.12
H 28.23428 20.01074 16.20932 0.4 -0.7 0.2 0.06
H 26.78128 18.84260 14.86908 -0.2 -0.5 0.0 0.08
H 27.71904 19.70342 13.68295 0.4 0.4 0.1 0.12
H 25.21719 21.04045 14.80911 0.2 -0.5 -0.1 0.10
H 24.97215 19.76647 13.61556 0.0 -0.6 0.0 0.11
H 24.25950 22.47243 13.51500 -0.6 0.3 0.6 0.05
H 24.02611 21.53661 12.04315 -0.1 -0.1 -0.3 0.09
H 25.03306 23.06518 12.05776 -0.2 -0.8 0.1 0.10
C 21.28394 26.82862 11.31648 -1.5 0.3 1.1 -0.13
O 21.93320 25.69880 11.80909 0.3 -1.3 -0.9 -0.20
C 22.76746 25.79499 12.93013 -0.9 1.4 0.7 -0.20
C 22.00688 25.43077 14.23603 -0.4 1.5 -0.6 -0.22
N 21.73039 24.00468 14.27374 -1.5 -0.2 0.1 -0.05
C 21.29253 23.52223 15.60159 0.4 0.2 0.9 -0.19
C 22.54861 22.97983 16.32641 -0.5 -0.2 -0.1 -0.23
O 22.37974 22.41967 17.61166 0.2 1.6 0.7 -0.21
C 21.51396 21.30836 17.70910 1.2 0.9 0.0 -0.09
H 20.75832 26.48830 10.43477 0.0 0.1 -0.3 0.08
H 21.88384 27.70778 11.06515 0.5 -0.2 0.1 0.08
H 20.48827 27.15885 12.04148 0.6 0.0 -0.5 0.10
H 23.15698 26.83575 12.88009 0.1 -0.5 0.8 0.13
H 23.59388 25.10392 12.85727 0.2 -0.3 -0.4 0.10
H 21.14399 26.17156 14.44671 0.6 -1.3 -0.7 0.14
H 22.63758 25.65895 15.05210 1.1 0.2 1.0 0.09
H 20.93751 23.84575 13.65589 0.4 -0.1 -0.2 0.11
H 20.64371 22.64532 15.56372 -0.3 0.3 -0.7 0.10
H 20.73433 24.32866 16.16850 0.7 -0.8 -0.3 0.14
H 23.26047 23.76166 16.41379 0.7 1.0 0.5 0.09
H 23.05989 22.28491 15.65622 -0.3 -0.5 -0.2 0.11
H 21.53819 20.95532 18.73790 -0.2 0.0 -0.1 0.10
H 21.98454 20.64760 17.04399 0.1 -2.0 -0.8 0.05
H 20.55361 21.56724 17.34766 -1.3 0.0 0.0 0.07
```
Forces are in eV/Å.

Summary:
Relative energy (zero: lowest compared OMol25 entry of this formula, charge and spin) = 178.1 kJ/mol
SMILES = COCCNCCOC.COCCNCCOC.COCCNCCOC.COCCNCCOC.COCCNCCOC.COCCNCCOC.COCCNCCOC.COCCNCCOC.NC(N)=O.NC(N)=O
DFT total energy = -108650.2860 eV
E_HOMO = -8.0594 eV
Lowest unoccupied orbital energy = 0.0137 Ha
Orbital gap = 8.431 eV